(1)
80
Properties=species:S:1:pos:R:3:mulliken_charge:R:1 method="wB97M-V/def2-TZVPD" e_above_lowest_kcal_mol=0.00 smiles="C[C@H](I)CC1=C(CCC(F)(F)C(F)(F)C(F)(F)C(F)(F)S(F)(F)(F)(F)F)C(=O)C(C(F)(F)c2cccc(C(F)(F)F)c2)=CC1=O.ClCCl.ClCCl.ClCCl.ClCCl" homo_ev=-9.15
C -4.954 -1.891 -3.921 -1.237
C -5.261 -1.581 -2.449 -0.697
I -6.660 0.041 -2.227 0.043
C -4.027 -1.428 -1.522 -0.920
C -2.732 -0.942 -2.136 0.977
C -1.536 -1.504 -1.873 0.423
C -1.312 -2.671 -0.938 -1.694
C -1.678 -2.366 0.529 -1.142
C -0.513 -2.305 1.496 0.673
F 0.400 -3.265 1.176 -0.290
F -0.952 -2.623 2.743 -0.298
C 0.258 -0.953 1.518 0.408
F 1.560 -1.132 1.780 -0.371
F 0.180 -0.433 0.268 -0.098
C -0.357 0.138 2.471 0.464
F -0.087 1.333 1.923 -0.299
F -1.691 -0.033 2.482 -0.265
C 0.289 0.121 3.894 0.595
F 0.562 -1.119 4.299 -0.240
F 1.464 0.753 3.783 -0.264
S -0.720 0.980 5.267 1.440
F -1.390 1.940 4.197 -0.291
F 0.405 2.073 5.502 -0.305
F -0.021 0.079 6.367 -0.309
F -1.857 -0.106 5.082 -0.287
F -1.587 1.663 6.389 -0.295
C -0.260 -0.992 -2.484 0.522
O 0.770 -1.626 -2.394 -0.684
C -0.283 0.309 -3.209 -0.229
C 1.005 1.003 -3.603 0.789
F 1.970 0.141 -3.986 -0.308
F 0.755 1.811 -4.684 -0.346
C 1.476 1.866 -2.447 -0.146
C 2.421 1.368 -1.569 -0.317
C 2.836 2.140 -0.493 -0.540
C 2.286 3.394 -0.301 -1.170
C 1.349 3.889 -1.195 0.030
C 0.761 5.254 -0.970 0.790
F 1.648 6.228 -1.273 -0.272
F -0.324 5.473 -1.729 -0.281
F 0.417 5.446 0.316 -0.260
C 0.939 3.134 -2.277 -0.390
C -1.464 0.860 -3.473 -0.275
C -2.744 0.241 -3.046 -0.259
O -3.776 0.754 -3.432 -0.520
H -3.935 -2.248 -4.071 0.305
H -5.618 -2.696 -4.244 0.380
H -5.191 -1.044 -4.558 0.317
H -5.819 -2.426 -2.054 0.746
H -4.272 -0.739 -0.711 0.644
H -3.890 -2.401 -1.050 0.180
H -1.973 -3.471 -1.283 0.533
H -0.301 -3.042 -1.062 0.810
H -2.278 -1.460 0.582 0.594
H -2.325 -3.160 0.899 0.563
H 2.821 0.375 -1.730 0.589
H 3.543 1.788 0.237 0.650
H 2.605 3.993 0.543 0.668
H 0.211 3.512 -2.981 0.542
H -1.544 1.804 -3.997 0.554
C -5.385 -1.925 3.099 -0.324
Cl -4.974 -2.286 1.413 -0.058
Cl -4.779 -3.161 4.203 -0.155
H -4.935 -0.975 3.361 0.189
H -6.464 -1.876 3.184 0.384
C 7.167 0.971 -0.500 -0.235
Cl 8.130 -0.370 -1.140 -0.185
Cl 5.477 0.897 -1.024 -0.068
H 7.193 0.929 0.582 0.351
H 7.584 1.901 -0.853 0.117
C 0.991 -6.511 1.014 -0.078
Cl 0.028 -5.991 -0.374 -0.118
Cl 0.107 -7.637 2.050 -0.173
H 1.882 -7.005 0.646 0.354
H 1.249 -5.635 1.596 0.035
C 7.479 4.997 0.964 -0.354
Cl 8.450 3.661 0.322 -0.153
Cl 5.796 4.883 0.441 -0.063
H 7.514 4.956 2.046 0.290
H 7.895 5.929 0.603 0.309

---

(2)
64
Properties=species:S:1:pos:R:3:mulliken_charge:R:1 method="wB97M-V/def2-TZVPD" smiles="[H]/N=C(/C)CNS(=O)(=O)F.O=C1C=CC(=O)C=C1.O=C1C=CC(=O)C=C1.O=C1C=CC(=O)C=C1.O=C1C=CC(=O)C=C1" homo_ev=-10.10
C 2.433 -5.255 0.061 -1.325
C 2.495 -3.807 -0.322 1.014
N 3.401 -3.422 -1.125 -0.819
C 1.512 -2.826 0.293 -0.948
N 0.219 -2.705 -0.437 0.244
S -0.689 -4.068 -0.477 1.059
O -0.692 -4.761 0.769 -0.569
O -0.493 -4.770 -1.697 -0.567
F -2.063 -3.323 -0.584 -0.246
H 3.367 -5.735 -0.216 0.431
H 2.242 -5.365 1.130 0.306
H 1.602 -5.749 -0.446 0.283
H 3.328 -2.420 -1.302 0.190
H 1.955 -1.834 0.223 0.439
H 1.332 -3.041 1.348 0.429
H -0.344 -2.015 0.062 0.192
C -1.452 0.165 2.831 -0.290
C -2.265 0.881 3.607 -0.577
C -2.996 2.068 3.083 0.141
O -3.724 2.719 3.799 -0.553
C -2.802 2.417 1.653 -0.186
C -1.987 1.703 0.882 -0.104
C -1.249 0.535 1.407 0.244
O -0.490 -0.084 0.685 -0.563
H -0.905 -0.694 3.191 0.495
H -2.432 0.641 4.649 0.431
H -3.328 3.286 1.283 0.502
H -1.816 1.949 -0.158 0.317
C 4.364 -0.526 5.201 -0.370
C 3.417 -1.151 4.506 -0.391
C 2.409 -0.391 3.727 0.350
O 1.543 -0.958 3.093 -0.381
C 2.494 1.090 3.748 -0.201
C 3.440 1.716 4.443 -0.451
C 4.451 0.957 5.225 0.295
O 5.313 1.526 5.856 -0.537
H 5.110 -1.056 5.778 0.407
H 3.333 -2.230 4.472 0.428
H 1.747 1.620 3.170 0.476
H 3.523 2.795 4.476 0.416
C -4.082 2.354 -3.887 -0.397
C -3.343 2.638 -2.817 0.039
C -3.702 3.760 -1.919 0.466
O -3.017 4.012 -0.946 -0.583
C -4.924 4.541 -2.229 -0.427
C -5.659 4.260 -3.301 -0.444
C -5.293 3.148 -4.219 0.259
O -5.968 2.893 -5.191 -0.536
H -3.849 1.533 -4.553 0.466
H -2.481 2.049 -2.524 0.408
H -5.168 5.345 -1.546 0.441
H -6.551 4.816 -3.559 0.412
C 1.204 1.411 -3.096 -0.292
C 2.458 1.182 -3.474 -0.478
C 2.915 -0.185 -3.842 0.282
O 4.058 -0.392 -4.183 -0.557
C 1.917 -1.283 -3.772 -0.444
C 0.662 -1.053 -3.395 -0.186
C 0.210 0.312 -3.031 0.416
O -0.934 0.518 -2.682 -0.544
H 0.848 2.396 -2.820 0.466
H 3.203 1.965 -3.532 0.435
H 2.273 -2.270 -4.041 0.429
H -0.082 -1.836 -3.330 0.357

---

(3)
61
Properties=species:S:1:pos:R:3:mulliken_charge:R:1 method="wB97M-V/def2-TZVPD" e_above_lowest_kcal_mol=5.30 spin_multiplicity=3 total_charge=-1 homo_ev="-4.11 / -4.07" s2=2.01
Ni -0.264 -0.020 -0.223 0.236
C -3.256 0.046 4.787 -0.420
C -1.931 0.188 5.190 -0.593
C -0.907 0.154 4.261 -0.538
C -1.188 -0.034 2.904 0.082
C -2.507 -0.142 2.504 0.894
C -3.534 -0.107 3.439 -0.997
N -0.169 -0.133 1.893 0.852
N 0.971 -0.060 2.336 -0.498
C 1.999 -0.082 1.372 -0.018
C 3.307 -0.052 1.855 -0.517
C 4.355 -0.037 0.958 -0.466
C 4.079 -0.074 -0.410 -0.708
C 2.768 -0.127 -0.872 0.061
C 1.682 -0.104 0.006 0.381
H -4.057 0.055 5.516 0.383
H -1.695 0.329 6.239 0.365
H 0.125 0.264 4.562 0.452
H -2.728 -0.226 1.451 -0.424
H -4.560 -0.201 3.104 0.386
H 3.480 -0.048 2.928 0.401
H 5.378 0.002 1.311 0.345
H 4.899 -0.061 -1.122 0.374
H 2.603 -0.183 -1.944 0.306
Se -0.270 -2.683 -0.422 -0.206
C -1.933 -3.627 -0.333 -0.371
C -2.002 -4.937 -0.830 -0.777
C -3.191 -5.657 -0.803 -0.479
C -4.351 -5.088 -0.285 -0.513
C -4.297 -3.792 0.213 -0.546
C -3.106 -3.073 0.191 0.122
H -1.103 -5.382 -1.241 0.380
H -3.212 -6.670 -1.191 0.347
H -5.279 -5.648 -0.264 0.365
H -5.190 -3.336 0.629 0.368
H -3.078 -2.071 0.591 0.528
C -3.569 -1.672 -2.645 -0.996
N -2.166 -1.317 -2.650 0.195
C -1.666 -0.183 -3.116 0.627
N -2.461 0.596 -3.900 -0.468
S -0.064 0.253 -2.780 -0.497
H -3.653 -2.739 -2.448 0.267
H -4.028 -1.465 -3.615 0.428
H -4.115 -1.138 -1.861 0.265
H -1.558 -1.786 -1.968 -0.239
H -3.460 0.558 -3.780 0.221
H -2.070 1.501 -4.098 0.293
Br -1.354 4.873 1.228 -0.167
C -2.799 4.282 0.154 0.034
C -3.830 5.200 -0.019 -0.574
C -4.928 4.882 -0.801 -0.422
C -5.006 3.635 -1.404 -0.800
C -3.989 2.717 -1.201 -0.177
C -2.867 3.013 -0.427 0.217
C -1.834 1.908 -0.278 0.974
O -2.251 0.720 -0.458 -0.523
O -0.649 2.168 -0.015 -0.659
H -3.762 6.167 0.462 0.390
H -5.728 5.604 -0.924 0.355
H -5.860 3.379 -2.021 0.388
H -4.043 1.728 -1.632 0.314